# C22H18F6N5O4PtS4

C22H18F6N5O4PtS4 as an isolated structure (wB97M-V/def2-TZVPD, the OMol25 dataset).

Summary:
- E_tot (a.u.) = -3735.1771
- energy relative to the best compared isomer or geometry (same formula, charge and spin) (eV) = 2.270
- HOMO (hartree) = -0.150
- frontier orbital gap (eV) = 5.31
- LUMO (eV) = 1.23
- charge = -1
- molecular weight (g mol⁻¹) = 853.75

CARTESIAN COORDINATES (ANGSTROEM)
Pt -0.5098 -0.0852 -0.2633
C -4.3260 -2.4928 2.7808
S -3.9843 -0.7122 2.9609
C -2.5187 -0.5944 1.9740
S -2.7556 -0.5738 0.2572
N -1.3925 -0.4993 2.6383
N -0.3153 -0.3082 1.9020
C 0.9091 -0.2758 2.2995
C 1.9184 -0.0316 1.3110
C 3.2817 -0.0449 1.6436
C 4.2358 0.1154 0.6684
C 3.8298 0.3436 -0.6466
C 2.4786 0.3877 -0.9166
N 1.5472 0.1895 0.0125
H -5.3852 -2.6414 2.9763
H -3.7259 -3.0405 3.5031
H -4.0743 -2.8015 1.7711
H 1.1767 -0.4397 3.3414
H 3.5560 -0.2045 2.6778
H 5.2880 0.0709 0.9166
H 4.5450 0.4914 -1.4419
H 2.1123 0.6078 -1.9125
C 0.1741 3.3237 -4.5346
C -0.0324 1.9680 -4.3097
C -0.3714 1.5002 -3.0529
C -0.4988 2.3781 -1.9567
C -0.3124 3.7540 -2.2095
C 0.0147 4.2062 -3.4759
N -0.9127 1.9018 -0.7252
C -0.6575 2.6538 0.4350
C -1.6532 2.7611 1.4106
C -1.4260 3.4761 2.5754
C -0.2096 4.1090 2.7887
C 0.7908 4.0030 1.8312
C 0.5742 3.2834 0.6683
H 0.4501 3.6840 -5.5177
H 0.0659 1.2654 -5.1289
H -0.5704 0.4479 -2.8871
H -0.4598 4.4613 -1.4051
H 0.1439 5.2704 -3.6396
H -2.6041 2.2743 1.2356
H -2.2055 3.5400 3.3249
H -0.0401 4.6795 3.6935
H 1.7503 4.4814 1.9920
H 1.3625 3.1816 -0.0672
F 1.6977 -1.9454 -2.9161
C 1.1969 -3.1454 -2.5911
F 2.1833 -3.8774 -2.0707
F 0.7871 -3.7370 -3.7163
S -0.2249 -2.9099 -1.4108
O 0.3801 -2.3815 -0.2044
O -1.0658 -2.0248 -2.1589
N -0.6855 -4.4109 -1.2882
S -1.3059 -4.9109 0.0948
O -2.1858 -3.9628 0.7075
O -1.7543 -6.2609 -0.0351
C 0.1548 -5.0641 1.2921
F 1.3184 -5.1160 0.6337
F 0.0259 -6.2208 1.9628
F 0.2145 -4.0968 2.2016